Record 1
9
Properties=species:S:1:pos:R:3:forces:R:3 method="wB97M-V/def2-TZVPD" total_energy_ha=-1105.21809 homo_lumo_gap_ev="4.6 / 6.7" e_lumo_ev="-0.739 / -0.853" spin_multiplicity=5
O 1.436 0.699 -0.044 1.2 0.5 0.0
Li 3.134 0.391 -0.085 -0.7 0.1 0.0
V 0.421 2.222 -0.068 -0.1 -1.2 0.0
C -0.125 -0.756 0.021 -3.3 -0.2 0.1
C -1.333 -0.031 0.032 1.3 -1.5 0.0
H 0.114 -1.315 -0.894 0.4 0.8 0.3
H 0.155 -1.280 0.945 0.4 0.8 -0.3
H -1.874 0.065 0.981 0.3 0.3 -0.4
H -1.928 0.005 -0.887 0.3 0.3 0.3



Record 2
10
Properties=species:S:1:pos:R:3:forces:R:3 method="wB97M-V/def2-TZVPD" total_charge=+3 total_energy_ha=-1538.33160 homo_lumo_gap_ev=9.3 e_lumo_ev=-16.291 spin_multiplicity=1
O 0.096 -1.439 -1.027 -0.5 -2.1 1.9
O -0.830 -0.566 1.831 1.3 -6.0 1.0
C 0.536 -0.316 -1.201 -0.2 2.5 -1.3
C 0.264 0.805 -0.254 3.0 -0.6 -0.8
H 1.002 -0.039 -2.161 0.3 -0.2 0.1
H -0.267 1.618 -0.771 -0.3 0.0 0.2
H 1.211 1.193 0.151 0.1 0.2 -0.3
Lu -0.535 -2.437 0.815 -0.3 0.6 0.0
O -0.542 0.356 0.812 -4.3 5.0 1.9
H -0.936 0.826 1.805 0.9 0.8 -2.8



Record 3
12
Properties=species:S:1:pos:R:3:forces:R:3 method="wB97M-V/def2-TZVPD" total_energy_ha=-1928.43723 homo_lumo_gap_ev="7.3 / 7.0" e_lumo_ev="-1.460 / -1.629" de_lowest_kj_mol=622.5 spin_multiplicity=6
Mn 0.830 0.600 -1.421 0.9 -1.4 2.5
S 2.442 0.005 0.572 2.2 -1.7 0.1
O 3.783 -0.550 0.203 -2.4 1.0 0.4
O 2.177 1.336 -0.244 -0.4 0.1 -1.2
O 1.304 -0.886 -0.204 0.6 1.9 -1.3
O -1.006 0.252 -1.092 0.4 3.5 -4.2
C -1.144 -0.699 0.289 -2.0 -3.1 5.9
C -1.721 0.640 0.065 0.2 -1.3 -1.7
H -0.839 -1.735 0.116 0.5 0.8 -2.0
H -1.656 -1.063 1.189 -0.4 0.1 1.6
H -1.382 1.461 0.704 0.2 -0.1 -0.3
H -2.789 0.640 -0.178 0.1 0.2 0.4



Record 4
8
Properties=species:S:1:pos:R:3:forces:R:3 method="wB97M-V/def2-TZVPD" smiles=C1[C@@H]2NN12 total_energy_ha=-187.97207 homo_lumo_gap_ev=11.1 e_lumo_ev=1.149 de_lowest_kj_mol=384.0 spin_multiplicity=1
C 0.047 0.470 0.499 -0.7 -0.7 -0.5
C -0.382 -0.883 -0.015 1.6 4.2 -1.2
N -0.799 -0.394 -1.294 1.7 -0.6 -2.6
N -1.287 0.204 -0.115 -1.4 1.0 1.5
H -0.021 0.714 1.583 0.4 -0.1 -1.0
H 0.603 1.004 -0.281 0.6 0.3 1.1
H -0.441 -1.771 0.440 -0.7 -3.2 1.3
H -0.004 0.176 -1.798 -1.6 -1.0 1.4



Record 5
8
Properties=species:S:1:pos:R:3:forces:R:3 method="wB97M-V/def2-TZVPD" smiles=c1c[nH][nH]1 total_energy_ha=-187.99336 homo_lumo_gap_ev=9.7 e_lumo_ev=1.287 de_lowest_kj_mol=328.1 spin_multiplicity=1
C -0.321 0.826 -0.030 -3.0 -2.2 0.6
C -0.723 -0.426 0.356 0.0 2.7 0.0
N 0.544 -0.988 0.087 1.1 1.5 -0.4
N 0.909 0.431 -0.564 -1.6 -3.8 -1.4
H -0.755 1.789 0.014 0.0 0.8 0.0
H -1.570 -0.776 0.944 0.4 -0.4 -0.5
H 0.647 -1.786 -0.527 -0.1 0.2 -0.5
H 1.513 0.745 0.099 3.3 1.2 2.0



Record 6
8
Properties=species:S:1:pos:R:3:forces:R:3 method="wB97M-V/def2-TZVPD" smiles="C=NN=C" total_energy_ha=-188.00277 homo_lumo_gap_ev=10.6 e_lumo_ev=1.108 de_lowest_kj_mol=303.4 spin_multiplicity=1
C -1.443 -0.094 0.085 -8.0 5.6 3.5
N -0.625 -0.638 -0.563 6.6 -2.4 -3.7
N 0.653 -0.857 0.125 -0.2 0.8 -1.2
C 1.536 0.040 -0.181 -1.0 -2.0 2.7
H -2.422 0.518 -0.364 2.2 -2.4 0.4
H -1.478 0.124 1.159 0.9 -0.2 0.1
H 1.337 0.934 -0.706 -0.3 0.7 -1.1
H 2.442 -0.027 0.446 -0.3 -0.1 -0.8



Record 7
8
Properties=species:S:1:pos:R:3:forces:R:3 method="wB97M-V/def2-TZVPD" smiles="C=C.N#N" total_energy_ha=-188.11832 homo_lumo_gap_ev=11.6 e_lumo_ev=1.451 de_lowest_kj_mol=0.0 spin_multiplicity=1
C -0.532 0.035 0.610 0.1 -0.1 -0.1
C -0.618 1.293 0.200 0.3 0.1 0.1
H 0.222 -0.293 1.333 -0.4 0.2 -0.2
H -1.170 -0.742 0.191 0.1 0.2 0.1
H 0.045 2.059 0.607 -0.2 -0.2 -0.1
H -1.302 1.614 -0.580 0.0 -0.1 0.2
N 2.209 -2.000 -1.322 -1.6 0.1 0.4
N 1.146 -1.966 -1.039 1.6 -0.1 -0.5



Record 8
8
Properties=species:S:1:pos:R:3:forces:R:3 method="wB97M-V/def2-TZVPD" smiles="[H]/N=N/C=C" total_energy_ha=-187.98950 homo_lumo_gap_ev=9.6 e_lumo_ev=0.976 de_lowest_kj_mol=338.2 spin_multiplicity=1
H 2.929 -0.200 0.059 -1.1 -0.8 0.5
N 1.970 0.213 0.169 0.7 2.0 -0.5
N 1.020 -0.509 -0.016 -2.5 0.9 -0.9
C -0.444 0.386 -0.145 5.4 -0.7 0.7
C -1.476 -0.309 0.164 -0.6 2.2 -1.1
H -0.362 1.437 -0.421 0.3 -0.2 0.2
H -2.324 0.293 -0.030 -1.7 -0.5 0.4
H -1.313 -1.311 0.220 -0.5 -2.8 0.8



Record 9
8
Properties=species:S:1:pos:R:3:forces:R:3 method="wB97M-V/def2-TZVPD" smiles=C1[C@@H]2NN12 total_energy_ha=-187.96052 homo_lumo_gap_ev=11.0 e_lumo_ev=1.126 de_lowest_kj_mol=414.3 spin_multiplicity=1
C -0.433 -0.513 -0.196 -0.4 1.0 0.0
C 0.646 0.033 0.657 -0.4 1.1 -0.6
N 1.384 0.691 -0.391 2.0 1.6 1.5
N 0.969 -0.595 -0.547 1.1 -4.6 -1.7
H -0.801 -1.514 0.118 -0.3 1.0 -0.6
H -0.923 0.245 -0.871 -0.4 -1.1 1.0
H 1.182 -0.042 1.522 0.5 -1.1 2.5
H 0.777 1.357 -0.717 -2.1 2.1 -2.1



Record 10
8
Properties=species:S:1:pos:R:3:forces:R:3 method="wB97M-V/def2-TZVPD" total_energy_ha=-187.84007 homo_lumo_gap_ev="6.5 / 7.3" e_lumo_ev="-1.804 / -1.469" de_lowest_kj_mol=730.5 spin_multiplicity=1
C -0.775 0.127 0.270 0.0 0.2 -5.1
C 0.608 -0.205 0.624 -3.3 5.0 2.9
N -1.505 0.613 -0.593 0.6 -1.6 1.8
N 1.617 -0.437 -0.146 1.4 -1.3 -1.3
H -1.471 0.219 -1.535 -0.5 0.6 0.1
H 1.427 -0.258 -1.133 -0.3 -0.3 0.0
H -0.424 -0.856 1.293 0.6 -0.6 0.7
H 0.523 0.797 1.219 1.5 -1.9 0.9